DFT (wB97M-V/def2-TZVPD) results for C11H13ClNiO as an isolated structure in a non-equilibrium geometry.

Calculated values
LUMO (alpha / beta): 6.038 / 5.874 eV
Net charge: -2
HOMO-LUMO gap (alpha / beta): 2.852 / 5.293 eV
Calculated total energy: -67225.084 eV
2S+1: 3
Max |F|: 4.58 eV/Å

CARTESIAN COORDINATES (ANGSTROEM)
H: -3.153783 1.681984 0.405216
C: 1.743353 -2.653214 -1.653138
C: 0.231121 1.585225 0.066751
C: 3.040516 -0.737973 -1.804630
H: 1.401263 -3.631303 -1.353213
H: -1.284463 2.118850 -1.516918
H: 3.471940 -2.293673 -0.245193
C: -1.111289 1.807637 -0.485391
H: 2.113806 -0.042865 -3.712676
C: -1.315484 1.406816 1.817659
H: 0.929624 1.006044 2.081211
Ni: 1.162750 -0.955126 -1.055833
C: 0.122406 1.308864 1.409199
O: -1.790176 0.332940 2.621309
H: 1.129593 1.697676 -0.508932
C: 2.839315 -1.926210 -1.062562
Cl: -0.373815 -2.163836 -0.183289
H: -3.034694 1.273416 4.028043
H: 0.454637 -2.136485 -3.445144
H: -3.828454 0.950015 2.464571
C: -2.052788 1.615215 0.468454
C: -3.111230 0.534013 3.197406
H: -3.454533 -0.467806 3.512744
H: 3.918135 -0.126808 -1.772459
C: 1.257515 -1.855384 -2.766138
C: 2.075229 -0.699042 -2.868729
H: -1.380493 2.371031 2.361684

Cartesian forces, eV/Å:
0.8 0.1 -0.1
2.1 -0.6 -1.9
-1.4 0.5 -0.8
0.3 -0.1 -0.9
-0.2 0.3 0.1
0.0 -0.3 0.2
-0.3 0.2 -0.3
1.7 0.2 -0.7
-0.2 0.5 -0.2
-0.3 0.4 -1.7
-0.3 0.2 -0.2
-2.3 3.2 2.4
0.0 -0.7 0.3
-1.4 -0.2 1.1
0.4 0.0 -0.2
1.4 -2.0 0.0
-2.5 -0.5 1.7
-0.2 -0.5 -0.1
0.1 0.1 0.2
0.3 -0.3 0.1
-0.6 -0.2 1.8
1.4 0.2 -0.8
0.1 0.6 0.1
0.2 0.6 0.3
0.7 -1.5 -1.2
0.6 -0.5 -0.3
-0.5 0.3 1.0



DFT (wB97M-V/def2-TZVPD) results for C41H63N8P2S2Ti as an isolated structure in a non-equilibrium geometry.

Calculated values
LUMO (alpha / beta): -5.532 / -5.632 eV
Net charge: +2
HOMO-LUMO gap (alpha / beta): 6.780 / 6.683 eV
Calculated total energy: -118815.163 eV
2S+1: 2
Max |F|: 2.06 eV/Å

CARTESIAN COORDINATES (ANGSTROEM)
H: 0.480351 -6.560294 4.135613
H: -0.350548 -5.185503 -2.414626
H: -2.695429 -2.445692 -1.079222
H: -5.571712 0.192945 2.644921
C: 1.972121 -0.934510 -3.656583
C: -2.975848 -0.409610 3.144278
H: -5.225657 -1.439707 2.096598
H: 4.228745 -4.940478 5.520175
H: -2.249226 -2.142935 -4.738995
H: 3.906170 0.511401 -0.676139
H: -5.107853 0.611025 -0.696482
H: 1.933482 -2.876125 -4.621469
C: -3.361743 -2.166444 -0.268996
C: 0.462994 1.965111 -1.711420
C: 2.660414 -0.090145 -4.728919
H: -5.647667 -0.179995 0.935982
H: 0.331612 -3.455472 -0.840114
H: 3.123645 -1.571489 0.475387
C: 3.797796 -0.409647 -1.251438
C: 2.737900 2.404459 -2.400903
C: 0.269809 3.342424 -1.621553
N: 2.002783 -3.321168 3.471936
H: -1.474159 2.604112 -3.306064
H: 4.875488 -1.351911 -2.901731
C: -4.764714 -2.182552 -0.875643
H: -6.283871 3.330395 -2.125044
P: -2.609050 -0.563137 0.336268
H: -3.787479 3.168665 -3.815834
H: 3.238112 5.677007 -3.103011
H: 1.095046 5.290015 -1.874255
C: -0.263786 -3.195986 -1.700274
C: 2.093134 2.643141 2.068310
H: 4.281714 -4.880749 3.750906
S: -2.434909 -4.346185 -6.210370
C: -6.060502 2.341002 -2.530797
N: 1.103954 -4.896791 1.958837
H: -2.639848 -1.448935 3.137573
H: 4.872110 -1.577251 0.216970
H: -2.183981 -3.260063 1.218165
C: -5.098233 -0.386147 1.849119
C: -1.401761 -3.816987 -3.719731
H: 1.951628 -6.705659 1.446050
N: 0.016610 1.548651 4.653768
H: -3.438432 -4.216791 0.411856
H: -4.905533 -3.148894 -1.368585
H: 0.900738 -0.873062 -3.844715
C: 0.255978 0.769911 2.377883
H: -0.191606 -7.216983 2.641984
C: -0.664228 -4.166705 -2.599287
C: 3.901413 -1.594676 -0.284758
H: -6.756380 1.632352 -2.081947
C: -1.932192 1.328470 -1.642636
C: 1.806519 1.760310 1.047114
H: -2.134802 0.230840 3.387950
C: -3.202180 -3.232213 0.824618
C: 2.535988 3.775625 -2.364406
H: 3.716391 2.033692 -2.684121
C: -3.577003 2.493216 -2.992470
H: 2.620923 -6.005628 2.886210
C: -2.977818 0.704374 -0.942142
S: 0.559044 -2.344308 1.524031
P: 2.062752 -0.299082 -1.916779
C: -2.263200 2.183322 -2.697221
C: 3.952074 -4.349372 4.645939
H: 1.895736 -5.038145 4.671414
H: 2.431385 -0.517929 -5.708941
H: 1.189533 -8.008093 3.404770
C: -4.296627 1.059236 -1.253338
H: 0.245059 2.251070 5.335343
C: 0.736415 -7.039384 3.188999
H: -0.683480 0.867794 4.874577
C: 2.449785 -4.111429 4.635198
H: 2.157046 -3.544957 5.517327
H: -5.552599 -2.087428 -0.131962
H: -3.883025 -3.061340 1.659895
H: 4.312597 4.321303 -3.461644
N: -0.563515 1.037207 -1.343470
C: -1.280216 -1.558846 -2.926864
H: -4.896419 -1.413243 -1.634660
H: -2.035303 -6.802458 -5.066244
H: 4.989266 0.410182 -2.910154
N: -1.730242 -6.106479 -4.405027
H: -3.704000 -0.301763 3.950276
C: -4.628542 1.960549 -2.251454
Ti: -0.025005 -0.517619 -0.433123
H: 2.308524 0.940188 -4.729160
H: 3.824264 -2.544740 -0.823410
N: 1.491940 2.603796 3.248868
C: 1.287802 -3.646752 2.394343
H: -0.680850 3.726181 -1.273617
C: 0.587283 1.644826 3.422834
H: 2.842633 3.413300 1.924294
H: 4.494437 -3.403759 4.694494
C: -1.855592 -4.817677 -4.753352
H: 2.337890 1.821903 0.117006
H: -0.469507 -0.005952 2.524389
H: 4.235590 4.983549 -1.831261
H: 0.425174 -4.952670 1.219993
N: -0.580713 -1.899017 -1.821860
H: -1.456510 -6.410873 -3.489190
H: 3.742639 -0.091703 -4.620089
C: 1.728536 1.492799 -2.082111
H: 2.140647 -2.326862 3.551713
H: -3.559602 1.094185 1.724405
C: 1.281555 4.224124 -1.947644
H: -6.255539 2.379409 -3.603148
H: 5.883751 -0.526178 -1.725208
N: 0.859185 0.819184 1.190642
H: 3.471234 -2.505147 -3.858874
H: -1.536080 -0.518710 -3.045861
C: -3.618259 0.008180 1.809534
C: 1.691013 -6.186872 2.366627
H: 2.097744 -2.988804 -2.868446
C: -1.690336 -2.470619 -3.872117
C: 4.938354 -0.468080 -2.269488
C: 2.392222 -2.409963 -3.745294
C: 3.639719 4.741754 -2.714579

Cartesian forces, eV/Å:
0.0 0.0 0.0
0.0 0.1 0.0
0.1 0.0 0.0
0.0 0.0 0.0
0.2 -0.1 0.1
-0.1 0.0 -0.1
0.0 0.0 0.0
0.0 0.0 0.0
0.0 0.0 0.0
0.0 0.1 0.1
0.1 0.0 0.0
0.0 0.0 0.0
0.0 0.0 0.2
-0.3 -0.1 0.0
0.0 -0.1 0.0
0.0 0.0 0.0
0.0 0.0 0.1
-0.1 0.0 0.1
0.0 -0.2 -0.1
0.0 0.0 0.0
-0.1 0.1 0.1
0.0 -0.2 0.0
0.0 0.0 0.0
0.0 0.0 0.0
0.0 -0.1 0.0
0.0 0.0 0.0
-0.5 0.3 -0.3
0.0 -0.1 0.0
0.0 0.0 0.0
0.0 0.0 0.0
-0.1 -0.2 -0.1
0.0 0.1 0.2
0.0 0.0 0.1
0.1 0.0 0.1
0.1 0.0 0.0
0.0 0.0 0.2
0.0 0.0 0.0
0.0 0.0 -0.1
0.0 0.0 0.0
0.0 0.1 0.0
0.0 -0.3 -0.1
0.0 0.0 -0.1
0.1 0.0 -0.2
0.0 0.0 0.0
0.0 0.0 0.0
-0.1 0.0 -0.1
0.2 -0.1 -0.2
0.0 0.0 0.0
0.2 -0.1 0.2
0.1 0.0 -0.1
0.0 0.0 0.0
0.2 0.1 0.0
0.0 -0.1 -0.1
0.0 0.0 0.0
0.0 0.0 0.0
0.1 0.1 0.0
0.0 0.0 0.0
0.0 0.0 -0.1
0.2 0.1 0.1
-0.1 -0.1 0.1
-0.2 -0.1 0.3
0.4 0.4 -0.4
0.1 0.0 -0.1
0.0 0.0 0.0
-0.1 -0.2 -0.1
0.0 0.0 0.1
0.0 0.1 0.0
0.0 -0.1 0.0
0.0 0.0 0.0
0.0 0.0 0.0
0.0 0.0 0.0
0.1 0.1 -0.2
0.0 0.0 0.0
0.0 0.0 0.0
0.0 0.0 0.0
0.0 0.0 0.0
-0.4 0.5 -0.5
-0.1 0.0 0.0
0.0 0.0 0.0
0.0 0.0 0.0
0.0 0.0 0.0
0.0 0.0 0.0
0.0 0.0 0.0
-0.1 0.0 0.0
1.0 0.5 1.7
0.0 0.0 0.0
0.0 0.0 0.0
0.1 0.0 -0.1
0.3 -0.1 -0.2
0.0 0.0 0.0
-0.1 0.1 0.3
0.0 0.0 0.0
0.0 0.0 0.0
0.0 0.1 0.0
0.0 0.0 -0.1
-0.1 -0.1 0.0
0.0 0.0 0.0
-0.1 0.0 -0.1
-0.5 -1.4 -1.4
0.0 0.0 0.0
0.0 0.0 0.0
0.1 -0.1 -0.1
0.0 0.1 0.0
0.0 0.1 0.0
0.0 0.1 0.0
0.0 0.0 0.0
0.0 0.0 0.0
0.0 0.3 0.6
0.0 0.0 0.0
0.0 0.1 0.0
0.2 -0.1 0.2
-0.2 0.1 0.0
0.0 0.0 0.0
-0.2 0.2 -0.1
0.1 0.1 0.1
-0.1 0.0 -0.1
-0.1 -0.1 0.0



DFT (wB97M-V/def2-TZVPD) results for a 8-piece molecular cluster, C19H54O13 overall in a non-equilibrium geometry.

Calculated values
LUMO: 0.228 eV
Net charge: 0
HOMO-LUMO gap: 9.282 eV
SMILES: CC(C)O.CC(C)O.CC(C)O.OCCO.OCCO.OCCO.OCCO.OCCO
Calculated total energy: -47184.131 eV
Max |F|: 7.58 eV/Å

CARTESIAN COORDINATES (ANGSTROEM)
H: -2.121776 -33.089340 33.738971
C: -4.653650 -30.753008 33.648952
H: -7.764403 -32.194608 27.535996
H: -3.034089 -30.279019 29.605224
O: -5.681888 -28.388315 24.509191
H: -2.758023 -29.811468 26.632080
C: -6.389263 -29.819542 29.135930
O: -8.312642 -33.745522 27.052409
H: -10.685277 -31.412909 33.090134
C: -6.265829 -25.702987 31.588929
C: -3.046610 -32.673286 33.566253
H: -1.627744 -32.096974 29.519573
H: -5.790756 -27.715170 32.658972
O: -7.542567 -31.250139 27.599010
O: -10.773418 -32.083910 29.389093
H: -2.755472 -28.238600 24.553468
C: -3.183165 -29.011941 25.077384
H: -3.227645 -32.823267 32.469490
C: -10.132095 -29.089732 27.966883
C: -3.385852 -31.339586 34.169767
O: -6.775890 -36.755878 25.980209
H: -9.238317 -33.710659 26.775117
O: -2.560139 -34.366333 28.516005
H: -11.969784 -28.920383 28.184626
C: -6.295610 -26.104439 30.105027
C: -6.420772 -31.198842 28.453487
O: -2.368495 -30.414011 33.765566
H: -4.957567 -29.549673 26.303680
C: -3.277184 -33.185926 28.967333
H: -10.174301 -27.957557 28.096813
H: -7.448128 -32.384594 30.164744
H: -1.554476 -30.704498 34.312383
C: -9.931251 -29.508365 26.551316
H: -5.607539 -26.871181 29.997960
H: -5.588249 -31.351425 27.830621
C: -7.536434 -35.984056 26.833841
H: -10.348623 -28.929468 25.927264
O: -2.377211 -29.172758 26.171177
C: -4.692890 -28.733219 25.560968
H: -5.783195 -32.352052 30.396617
H: -10.071540 -30.573407 26.144009
H: -1.918612 -31.957143 27.787112
C: -2.332107 -31.943624 28.758451
H: -8.430585 -34.734152 25.476378
C: -6.643033 -26.877076 32.557784
H: -9.455294 -29.502647 28.719300
C: -6.552018 -32.319697 29.550231
H: -3.099417 -29.973034 24.510586
H: -4.722668 -29.577374 33.699847
H: -6.729447 -23.856869 31.883039
H: -5.778691 -30.896096 34.231492
H: -3.809218 -33.168620 33.971211
H: -5.473085 -27.638034 24.042765
H: -5.393163 -25.131247 31.679491
H: -6.901628 -33.982832 25.824023
C: -10.441866 -30.777946 31.283555
O: -8.546443 -29.084620 26.273890
H: -4.052616 -32.995442 28.274601
O: -10.674148 -30.477918 32.610891
O: -7.274196 -24.666885 31.805915
H: -12.257286 -32.078495 30.716812
H: -6.248764 -25.199419 29.546173
H: -6.505465 -33.337996 29.081835
H: -4.728281 -27.762658 26.132332
H: -7.479969 -27.472379 32.216284
C: -11.066902 -32.010099 30.744089
H: -5.547753 -29.642437 29.815185
H: -8.651107 -36.388306 26.777952
H: -11.036648 -31.211872 29.106197
H: -7.279663 -29.549740 29.584896
H: -5.889195 -36.491008 25.920269
H: -3.456784 -33.271644 29.956363
O: -11.343181 -29.562896 28.389087
H: -7.951807 -29.980917 26.674710
H: -10.746445 -33.032433 31.052064
H: -4.826894 -30.908341 32.588750
H: -2.404345 -34.264496 27.552732
H: -10.851074 -29.688556 30.872634
O: -3.197742 -30.840505 28.822613
C: -7.668544 -34.645098 26.206587
H: -9.368428 -31.103881 31.230361
H: -3.530976 -31.357150 35.348377
H: -6.763477 -26.497220 33.490429
H: -7.174074 -26.612539 29.692472
H: -7.110358 -35.922604 27.680560
H: -6.273572 -29.099749 28.387485

Cartesian forces, eV/Å:
2.1 -0.7 1.0
-4.8 3.1 0.8
-0.5 -0.1 -0.5
0.0 -0.5 -0.6
-0.2 -5.0 2.5
-2.2 -4.5 3.9
2.0 -1.1 -0.8
-1.7 1.1 2.0
0.0 3.1 -1.0
-3.4 -1.2 -0.9
-0.9 1.7 -2.3
1.5 0.8 1.0
-1.4 2.0 -0.4
-0.2 -0.1 0.2
0.9 0.0 -1.2
0.5 1.9 -1.7
-2.8 -2.2 0.1
0.2 1.0 0.7
0.3 0.9 0.6
0.5 1.3 1.1
-1.3 -2.5 -1.1
0.2 0.3 0.7
-0.3 0.2 -0.3
-2.0 1.2 -0.4
-1.9 0.2 1.1
-1.3 0.2 3.2
2.2 -0.4 2.1
-0.5 0.7 -1.5
3.7 0.5 -4.6
0.7 -1.2 -0.6
-0.7 0.8 -0.6
-1.7 0.9 -1.6
6.3 -3.5 2.2
2.3 -0.9 -0.8
1.6 -0.2 -0.3
-4.1 -0.3 -6.4
-4.3 4.2 -4.3
3.2 4.1 -1.3
0.6 2.5 -0.5
-0.4 0.5 -1.6
-0.1 1.1 1.5
0.8 -0.2 -1.0
-2.7 -1.7 0.5
0.2 -0.7 -2.0
3.6 -2.0 -2.8
0.7 0.1 -0.7
1.3 -1.4 0.4
-0.6 0.8 -0.3
1.0 -2.1 0.2
-1.0 -0.5 0.0
3.4 -0.6 -1.4
-2.7 -3.5 1.7
1.3 2.8 -1.2
2.0 -0.3 0.9
1.3 -1.2 -0.3
0.6 2.1 0.1
1.9 -4.2 1.4
-1.6 -0.1 0.0
-0.7 -3.6 3.6
0.7 0.6 0.1
2.0 0.5 1.1
0.9 0.4 -0.8
0.1 0.8 0.2
0.8 -1.1 0.1
-0.5 0.4 -0.2
-4.2 -2.1 -1.2
-0.2 -0.5 0.0
2.5 0.4 0.9
-0.2 0.5 -1.2
-2.0 0.0 1.3
1.8 0.8 0.2
-1.2 -0.5 3.0
-1.7 -2.0 1.5
-2.2 3.5 -1.5
0.2 1.1 1.1
0.0 -0.5 -0.2
-0.1 -0.1 1.0
1.6 -3.2 -0.4
0.1 1.5 0.9
-1.4 1.7 -0.7
-0.2 1.4 -0.9
0.8 -0.3 -2.2
-0.7 1.0 2.8
-0.6 0.2 0.8
2.4 0.2 6.8
0.3 1.3 -1.4